100
Properties=species:S:1:pos:R:3 method="wB97M-V/def2-TZVPD" e_above_lowest_kj_mol=957.2 energy_ev=-64900.9343 homo_ha=-0.3391 orbital_gap_ev=9.0381 smiles="NC(N)=O.NC(N)=O.NC(N)=O.NC(N)=O.NC(N)=O.NC(N)=O.NC(N)=O.NC(N)=O.CC(C)O.CC(C)O.CC(C)O"
N -8.14842 6.44438 -7.11093
C -8.05276 6.89600 -5.91877
N -7.08271 7.81643 -6.05546
O -8.65310 6.55359 -4.87054
H -8.95342 5.95575 -7.47607
H -7.44818 6.85900 -7.70913
H -6.75986 8.43274 -5.32334
H -6.84053 8.04647 -7.00863
N -13.09533 9.23412 -0.05946
C -12.21444 8.31703 -0.50284
N -12.33282 8.04585 -1.75307
O -11.38388 7.83184 0.25203
H -12.85053 9.74157 0.77879
H -14.02565 9.25279 -0.45223
H -13.24331 8.13257 -2.18154
H -11.57856 7.62187 -2.27406
N -6.50390 12.38179 2.71847
C -5.52083 11.98237 3.48314
N -4.39985 12.46236 2.95159
O -5.61049 11.53992 4.57480
H -6.37606 12.65091 1.75342
H -7.48831 12.28691 2.92348
H -4.47741 13.04238 2.12838
H -3.58681 12.49169 3.55011
N -7.17372 18.44941 -2.54989
C -7.87383 17.57952 -3.14748
N -7.29760 16.48572 -3.30128
O -8.97016 17.76206 -3.66628
H -6.36243 18.03800 -2.11096
H -7.44698 19.42068 -2.50459
H -7.71335 15.93528 -4.03902
H -6.38375 16.31367 -2.90713
N -6.85256 3.82658 4.66052
C -7.67949 3.70477 3.68263
N -7.28816 4.38570 2.62567
O -8.78178 3.06471 3.78157
H -6.12800 4.53022 4.66363
H -7.20679 3.38633 5.49765
H -6.38485 4.82771 2.53229
H -7.94609 4.40777 1.85967
N -1.89278 7.51782 -5.42129
C -1.00089 8.37474 -5.86760
N -0.00807 8.41057 -5.01785
O -1.10123 9.06778 -6.85213
H -1.50575 6.95934 -4.67402
H -2.88733 7.66730 -5.51413
H -0.19246 7.88565 -4.17491
H 0.85534 8.82871 -5.33375
N -3.72332 12.96279 -8.22184
C -4.64123 13.59708 -7.56066
N -4.92206 14.69603 -8.14890
O -5.16978 13.30534 -6.46152
H -3.37246 12.12054 -7.78871
H -3.36961 13.43675 -9.04059
H -4.55203 14.88529 -9.06942
H -5.81660 15.02711 -7.81683
N -1.38785 14.10957 -2.90995
C -1.61901 14.85793 -1.90350
N -0.61183 15.21054 -1.22092
O -2.78318 15.23262 -1.63683
H -0.44536 13.82527 -3.13575
H -2.25656 13.82925 -3.34222
H -0.57048 16.14173 -0.83197
H 0.26494 14.70921 -1.21432
C -7.62485 10.84816 -1.83859
C -6.18432 10.56299 -1.48089
C -6.05029 9.23109 -0.60033
O -5.39679 10.27957 -2.60186
H -8.20941 11.18056 -0.98074
H -7.94320 9.85871 -2.16684
H -7.90770 11.50116 -2.66423
H -5.82110 11.41044 -0.89953
H -6.07057 8.33485 -1.22037
H -6.98168 9.17040 -0.03735
H -5.16996 9.20793 0.04198
H -5.67426 10.75414 -3.38886
C 0.65153 6.89470 1.40009
C 1.04783 8.09167 0.47622
C 0.06005 9.12270 0.16126
O 2.30483 8.41727 0.85674
H -0.40312 6.69366 1.21192
H 0.86221 6.92057 2.46922
H 1.27640 6.12439 0.94815
H 1.17188 7.75839 -0.55413
H -0.20911 9.61830 1.09400
H -0.82425 8.65352 -0.27002
H 0.45228 9.87923 -0.51839
H 2.82692 7.78933 0.35205
C -11.44249 11.92508 -5.64078
C -10.98065 13.27824 -6.13891
C -9.84821 13.21287 -7.24684
O -12.08593 14.02497 -6.56748
H -11.74707 11.96451 -4.59495
H -10.62272 11.20711 -5.66480
H -12.24399 11.76915 -6.36285
H -10.55565 13.85975 -5.32079
H -10.22779 12.99576 -8.24527
H -9.14918 12.55389 -6.73185
H -9.41323 14.21231 -7.24563
H -12.57208 14.31389 -5.79174



13
Properties=species:S:1:pos:R:3 method="wB97M-V/def2-TZVPD" e_above_lowest_kj_mol=247.8 energy_ev=-7797.0759 homo_ha=-0.3639 orbital_gap_ev=10.5115 smiles="CC[C@@H]1N=C1O"
C 0.43298 0.13079 -1.88695
C -0.42307 -0.36150 -0.72653
C -0.19717 0.46916 0.51038
N 1.14788 0.32076 1.31157
C 0.06730 -0.09516 1.78690
O -0.50078 -0.70341 2.82444
H 0.27351 -0.46765 -2.78873
H 0.19918 1.17546 -2.12290
H 1.49164 0.07838 -1.61306
H -0.20531 -1.41385 -0.50624
H -1.49084 -0.30750 -0.98321
H -0.56720 1.49714 0.45782
H -0.21855 -0.30128 3.64965